(a)
ORCA calculation (the ωB97M-V functional and the def2-TZVPD basis) on one molecule with the formula C5H4N2O2.

Structure (XYZ):
```
13
Properties=species:S:1:pos:R:3:nbo_charge:R:1
O -0.2312 2.0734 -0.5292 -0.442
C -0.6863 0.9887 -0.1482 0.496
C -2.1436 0.6996 0.2336 0.026
N -2.3290 -0.5736 0.3376 -0.374
C -1.0405 -1.2092 0.1451 0.039
C -0.0859 -0.3795 -0.2136 -0.225
C 1.3184 -0.7009 -0.6535 0.020
N 2.4100 -0.2966 -0.1769 -0.075
O 2.2020 0.6451 0.8606 -0.589
H -2.9657 1.4147 0.2188 0.215
H -0.9792 -2.2854 0.1942 0.215
H 1.4400 -1.3908 -1.4407 0.206
H 3.0910 1.0146 1.1723 0.488
```

Net charge: 0
E_HOMO, eV: -9.783
Orbital gap, eV: 8.3
Structure (SMILES): O=C1C=NC=C1/C=N\O

(b)
ORCA calculation (the ωB97M-V functional and the def2-TZVPD basis) on a 2-piece molecular cluster, C5H4N2O2 overall.

Structure (XYZ):
```
13
Properties=species:S:1:pos:R:3:nbo_charge:R:1
C 2.6731 0.4905 -0.1405 0.656
C -1.0166 -2.0167 -0.4610 0.317
C -0.6622 0.0029 0.1652 -0.025
C 0.5099 -0.6236 0.0346 0.525
C -1.0057 1.4549 0.4089 -0.642
N -1.6774 -0.9432 -0.1506 -0.399
N 2.8595 -0.0440 0.9120 -0.394
O 2.5403 1.1143 -1.1329 -0.534
O 0.3547 -1.8865 -0.2576 -0.441
H -1.3883 -3.0349 -0.6811 0.219
H -0.9494 1.8321 1.4317 0.237
H -0.2329 1.9840 -0.1630 0.241
H -2.0051 1.6700 0.0344 0.240
```

Net charge: 0
E_HOMO (alpha / beta), eV: -10.315 / -10.315
Orbital gap (alpha / beta), eV: 6.9 / 6.9

(c)
ORCA calculation (the ωB97M-V functional and the def2-TZVPD basis) on one molecule with the formula C5H4N2O2.

Structure (XYZ):
```
13
Properties=species:S:1:pos:R:3:nbo_charge:R:1
C -0.0640 -0.9739 -0.7503 -0.120
C -2.5888 -0.1822 2.4665 1.144
C -0.8294 0.2608 0.8022 0.468
C 0.7149 0.2214 -0.6416 0.096
C 1.9504 0.6131 -1.3458 -0.637
N -1.0567 -0.9266 0.2183 -0.551
N 0.2105 0.9978 0.3631 -0.504
O -3.4376 -0.8189 2.9147 -0.370
O -1.7642 0.4813 1.9519 -0.378
H 0.0203 -1.7409 -1.4154 0.196
H 1.9220 1.4067 -2.0926 0.217
H 2.2601 -0.2317 -1.9197 0.215
H 2.6622 0.8932 -0.5514 0.224
```

Net charge: 0
E_HOMO, eV: -7.937
Orbital gap, eV: 7.4

The calculated energies rank the structures as follows, beginning with the most stable: (c), (a), (b).

(a)
ORCA calculation (the ωB97M-V functional and the def2-TZVPD basis) on a 2-piece molecular cluster, C3H4N2O2 overall.

Structure (XYZ):
```
11
Properties=species:S:1:pos:R:3:nbo_charge:R:1
C -1.7985 0.3655 -0.0343 0.175
C 0.1552 -1.3048 0.0418 0.634
C -0.6400 -0.1190 -0.5541 -0.144
N -2.6259 0.9990 0.4801 -0.209
N 1.2904 -0.8046 0.4254 -0.799
O -0.3302 -2.4030 -0.0453 -0.563
O 0.7452 1.7852 -0.0923 -0.697
H -0.1956 0.2985 -1.4848 0.284
H 1.2358 0.1777 0.3430 0.443
H 2.0462 -1.4329 0.5048 0.411
H 0.1175 2.4384 0.4155 0.464
```

Net charge: 0
E_HOMO (alpha / beta), eV: -10.689 / -10.040
Orbital gap (alpha / beta), eV: 8.6 / 7.4

(b)
ORCA calculation (the ωB97M-V functional and the def2-TZVPD basis) on one molecule with the formula C3H4N2O2.

Structure (XYZ):
```
11
Properties=species:S:1:pos:R:3:nbo_charge:R:1
O -0.7505 0.8011 1.0990 -0.669
C -0.1894 0.6538 -0.0880 0.542
O -1.0619 1.0722 -1.0918 -0.721
C 0.4655 -0.7065 -0.1531 -0.251
C 1.7701 -0.4751 0.1335 -0.079
N 2.1279 0.9677 0.1161 -0.134
N 1.0709 1.5925 -0.0983 -0.139
H -1.3571 1.5899 1.0191 0.497
H -0.6229 1.2271 -1.9894 0.501
H -0.2218 -1.4890 -0.1967 0.236
H 2.5753 -1.2206 0.0658 0.215
```

Net charge: 0
E_HOMO, eV: -9.335
Orbital gap, eV: 9.1
Structure (SMILES): OC1(O)C=CN=N1

The calculated energies rank the structures as follows, beginning with the most stable: (b), (a).

(a)
ORCA calculation (the ωB97M-V functional and the def2-TZVPD basis) on a 2-piece molecular cluster, C3H8S overall.

Structure (XYZ):
```
12
Properties=species:S:1:pos:R:3:nbo_charge:R:1
C 0.7518 -1.4885 4.1386 -0.351
C 0.6212 -0.7133 2.9746 -0.435
H 0.0303 -1.6140 4.8669 0.171
H 1.4388 -2.3087 4.3770 0.191
H -0.4072 -0.3237 2.8382 0.198
H 1.5702 -0.1365 2.7504 0.225
C -0.8396 0.1101 -3.1119 -0.742
S -0.1525 1.0684 -1.7098 -0.045
H -0.8338 0.7766 -3.9870 0.217
H -0.1460 -0.6143 -3.5194 0.214
H -1.8399 -0.2954 -3.0499 0.220
H -0.5726 -0.0282 -0.9266 0.136
```

Net charge: 0
E_HOMO, eV: -9.128
Orbital gap, eV: 9.9
Structure (SMILES): C=C.CS

(b)
ORCA calculation (the ωB97M-V functional and the def2-TZVPD basis) on a 2-piece molecular cluster, C3H8S overall.

Structure (XYZ):
```
12
Properties=species:S:1:pos:R:3:nbo_charge:R:1
C 0.1493 -1.2648 2.0369 -0.401
C -0.9151 -0.4928 2.1775 -0.172
C -1.7318 -0.0664 0.9843 -0.653
H 0.7710 -1.6710 2.8242 0.200
H 0.3931 -1.6206 1.0390 0.180
H -1.2356 -0.2234 3.1788 0.196
H -1.6923 -0.8920 0.2682 0.213
H -2.7759 0.1522 1.2083 0.216
H -1.2933 0.7902 0.4679 0.221
S 3.1089 1.7601 -4.2053 -0.281
H 3.0884 2.5373 -5.2928 0.141
H 2.1333 0.9911 -4.6870 0.140
```

Net charge: 0
E_HOMO, eV: -9.625
Orbital gap, eV: 10.5
Structure (SMILES): C=CC.S

The calculated energies rank the structures as follows, beginning with the most stable: (b), (a).

(a)
ORCA calculation (the ωB97M-V functional and the def2-TZVPD basis) on a 2-piece molecular cluster, CH6NO2 overall.

Structure (XYZ):
```
10
Properties=species:S:1:pos:R:3:nbo_charge:R:1
N -1.7349 -0.1897 0.6011 -0.930
C -0.4976 0.0346 -0.3278 0.165
O 0.1232 1.1719 -0.2345 -0.913
H -2.4829 0.1662 0.0764 0.326
H -1.5568 0.3927 1.4227 0.340
H -0.8282 -0.2942 -1.4054 0.049
H 0.1724 -0.9118 -0.0192 0.015
H 1.7213 0.4707 -0.2060 0.518
H 2.4485 -0.8953 0.1975 0.447
O 2.6350 0.0550 -0.1047 -1.017
```

Net charge: -1
E_HOMO, eV: -3.059
Orbital gap, eV: 7.8

(b)
ORCA calculation (the ωB97M-V functional and the def2-TZVPD basis) on a 2-piece molecular cluster, CH6NO2 overall.

Structure (XYZ):
```
10
Properties=species:S:1:pos:R:3:nbo_charge:R:1
O 2.5754 1.1252 -0.2151 -1.022
H 2.7714 0.4458 -0.8443 0.450
N -0.0098 -0.0462 0.4821 -1.135
C -1.3535 -0.2313 0.2999 0.070
O -1.6737 -0.7056 -1.0985 -0.851
H 1.6984 0.8665 0.2297 0.529
H 0.3308 -0.7461 1.1465 0.296
H -1.9055 -0.8895 1.0427 0.100
H -1.7284 0.8000 0.3452 0.103
H -0.7051 -0.6187 -1.3883 0.461
```

Net charge: -1
E_HOMO, eV: -2.480
Orbital gap, eV: 7.3

The calculated energies rank the structures as follows, beginning with the most stable: (a), (b).

(a)
ORCA calculation (the ωB97M-V functional and the def2-TZVPD basis) on a 2-piece molecular cluster, C4H6O2S2 overall.

Structure (XYZ):
```
14
Properties=species:S:1:pos:R:3:nbo_charge:R:1
C -1.1962 0.5501 0.9820 -0.468
C 0.0824 0.5078 1.3181 -0.396
C 1.2218 -0.7246 -1.9945 -0.371
C 1.8359 0.3238 -1.4643 -0.413
O -2.0132 -1.5044 -0.6317 -0.922
O -0.9512 1.0430 3.7791 -0.927
S -2.5341 -0.3283 0.0603 1.139
S -0.7723 1.6150 2.4260 1.230
H 1.0857 -0.0404 1.0469 0.280
H -2.8326 -0.8087 1.4782 0.062
H 1.6872 -1.6736 -2.0857 0.193
H 0.2293 -0.7620 -2.4769 0.210
H 1.4995 1.3803 -1.6399 0.189
H 2.6578 0.4219 -0.7974 0.195
```

Net charge: 0
E_HOMO, eV: -9.837
Orbital gap, eV: 10.0

(b)
ORCA calculation (the ωB97M-V functional and the def2-TZVPD basis) on one molecule with the formula C4H6O2S2.

Structure (XYZ):
```
14
Properties=species:S:1:pos:R:3:nbo_charge:R:1
C 2.5691 -0.2794 -0.4796 -0.296
O 1.5042 0.7181 -0.5029 -0.478
C 0.3826 0.1672 -0.0559 0.695
O 0.5025 -0.9478 0.3904 -0.588
C -0.8306 1.0322 0.0621 -0.171
S -0.9298 2.6781 -0.2850 0.133
C -1.9859 0.3226 0.6845 -0.554
S -2.9321 -0.6353 -0.7056 -0.050
H 2.9158 -0.3518 0.5956 0.208
H 3.2399 0.0734 -1.2998 0.209
H 2.1307 -1.4230 -0.7055 0.225
H -2.6115 1.0250 1.2433 0.248
H -1.6762 -0.5485 1.4043 0.266
H -2.2787 -1.8308 -0.3457 0.154
```

Net charge: 0
E_HOMO, eV: -9.243
Orbital gap, eV: 7.6
Structure (SMILES): COC(=O)C(=S)CS

(c)
ORCA calculation (the ωB97M-V functional and the def2-TZVPD basis) on one molecule with the formula C4H6O2S2.

Structure (XYZ):
```
14
Properties=species:S:1:pos:R:3:nbo_charge:R:1
C 1.0146 1.6069 -0.1094 -0.264
O -0.0344 0.7205 -0.4106 -0.531
C 0.0180 -0.5238 0.2403 0.306
C 1.1086 -1.3422 -0.4468 -0.315
S 2.6169 -1.6685 0.0013 0.124
O -1.2154 -1.2374 0.0830 -0.501
C -2.3372 -0.5128 0.3352 0.012
S -3.7254 -1.0461 -0.2372 0.022
H 1.8390 1.5067 -0.8951 0.189
H 0.5166 2.5532 -0.1766 0.202
H 1.4045 1.5300 0.9067 0.184
H 0.1973 -0.3407 1.3325 0.163
H 0.7570 -1.6773 -1.5055 0.218
H -2.1601 0.4315 0.8821 0.189
```

Net charge: 0
E_HOMO, eV: -9.054
Orbital gap, eV: 8.3
Structure (SMILES): CO[C@H](C=S)OC=S

The calculated energies rank the structures as follows, beginning with the most stable: (b), (c), (a).

(a)
ORCA calculation (the ωB97M-V functional and the def2-TZVPD basis) on C7H13N as an isolated structure.

Structure (XYZ):
```
21
Properties=species:S:1:pos:R:3:nbo_charge:R:1
C -1.1438 0.2878 0.0116 0.187
C -1.2928 0.2693 1.5095 -0.643
C 2.7632 0.8138 0.5644 -0.641
C -1.1359 -0.8973 -0.7075 -0.194
C 1.7234 -0.0082 -0.1292 -0.215
N -1.4320 1.5000 -0.6224 -0.809
C -1.9882 -1.6382 -1.3853 -0.392
C 1.6581 -1.2007 -0.6149 -0.391
H 0.6552 0.4452 0.0146 0.167
H -1.4377 1.4799 -1.6311 0.405
H -1.3593 2.3438 -0.0715 0.392
H -0.7512 1.1041 1.9593 0.210
H -2.3502 0.3564 1.7818 0.228
H -0.9049 -0.6594 1.9226 0.241
H 3.7291 0.3067 0.5617 0.212
H 2.8720 1.7868 0.0769 0.212
H 2.4713 1.0127 1.5992 0.211
H -1.6530 -2.5062 -1.9413 0.197
H -3.0588 -1.4596 -1.3735 0.188
H 0.2405 -1.3594 -0.7909 0.230
H 2.3954 -1.9774 -0.7339 0.203
```

Net charge: 0
E_HOMO, eV: -7.198
Orbital gap, eV: 8.0

(b)
ORCA calculation (the ωB97M-V functional and the def2-TZVPD basis) on one molecule with the formula C7H13N.

Structure (XYZ):
```
21
Properties=species:S:1:pos:R:3:nbo_charge:R:1
C -1.9685 1.1199 0.6660 -0.619
C -1.1897 0.0342 -0.0519 0.175
C -2.0794 -1.0595 -0.6356 -0.638
C 0.1477 0.3387 -0.6530 -0.094
C 1.5038 1.1103 -0.5770 -0.402
C 2.3423 -0.0971 -0.0132 -0.420
C 1.3008 -1.0619 0.6647 -0.205
N 0.0722 -0.2677 0.6672 -0.489
H -2.9625 1.2885 0.1047 0.214
H -2.1319 0.7846 1.7711 0.233
H -1.2419 2.1201 0.5426 0.222
H -2.8579 -1.3899 0.1355 0.225
H -1.4594 -1.8688 -1.0148 0.219
H -2.5515 -0.6167 -1.5398 0.220
H 0.2606 -0.3826 -1.4422 0.140
H 1.3011 1.8785 0.1894 0.216
H 1.9126 1.5607 -1.5067 0.216
H 3.1434 0.2715 0.7488 0.211
H 2.9605 -0.6510 -0.7353 0.210
H 1.5412 -1.4462 1.6711 0.205
H 1.2381 -1.9824 0.0054 0.160
```

Net charge: 0
E_HOMO, eV: -8.349
Orbital gap, eV: 9.4
Structure (SMILES): CC1(C)[C@H]2CCCN21

The calculated energies rank the structures as follows, beginning with the most stable: (b), (a).